18
Properties=species:S:1:pos:R:3 method="wB97M-V/def2-TZVPD" e_homo_ev=-15.74 total_charge=+1 energy_ha=-592.8398 max_force_ev_per_a=7.3 orbital_gap_ev=10.50
C -3.182 -0.313 0.250
C -0.542 1.738 -0.102
C 1.519 -0.278 0.970
C 0.094 -0.912 -1.684
C -1.244 -0.930 0.981
N -4.217 0.109 0.089
P -0.069 -0.062 -0.022
H -0.030 2.466 0.506
H -1.540 2.028 0.161
H -0.427 2.247 -1.156
H 1.336 0.411 1.881
H 2.357 0.119 0.385
H 1.775 -1.295 1.206
H 0.685 -0.219 -2.165
H -0.833 -0.922 -2.303
H 0.585 -1.815 -1.603
H -1.343 -2.039 0.978
H -1.276 -0.485 1.953


18
Properties=species:S:1:pos:R:3 method="wB97M-V/def2-TZVPD" e_homo_ev=-8.31 energy_ha=-650.0253 max_force_ev_per_a=2.2 orbital_gap_ev=9.35
C 3.049 -0.555 0.300
C 2.266 0.629 -0.250
C -1.577 0.082 -0.345
C -2.671 -0.984 -0.063
C -1.854 1.356 0.457
H 2.849 -0.694 1.352
H 2.776 -1.494 -0.203
H 4.091 -0.318 0.152
H 2.850 1.505 -0.523
H -1.586 0.342 -1.403
H -3.617 -0.630 -0.423
H -2.456 -1.907 -0.602
H -2.695 -1.217 0.963
H -1.213 2.145 0.180
H -2.878 1.649 0.227
H -1.821 1.106 1.500
N 0.997 0.757 -0.403
S 0.090 -0.559 0.062


19
Properties=species:S:1:pos:R:3 method="wB97M-V/def2-TZVPD" e_homo_ev=-8.50 energy_ha=-1048.1490 max_force_ev_per_a=5.0 orbital_gap_ev=8.04
C 1.267 1.431 -1.082
C -0.091 -0.050 0.298
C 0.479 -1.111 -0.579
C 0.010 -0.664 1.664
C -1.497 0.499 -0.027
H 1.595 2.509 -1.050
H 0.225 1.436 -1.598
H 1.855 0.677 -1.633
H 1.755 0.607 0.756
H 1.526 -1.181 -0.291
H 0.088 -1.060 -1.699
H 0.048 -2.104 -0.326
H -0.125 -0.027 2.640
H -0.769 -1.548 1.626
H 0.995 -1.305 1.571
H -3.732 -0.309 -0.252
N 0.938 0.978 0.236
S -2.505 -0.832 -0.562
S -2.063 2.055 0.308


19
Properties=species:S:1:pos:R:3 method="wB97M-V/def2-TZVPD" e_homo_ev=-6.16 energy_ha=-1048.1179 max_force_ev_per_a=4.4 orbital_gap_ev=6.73
C -3.627 -0.898 0.415
C -2.424 -0.115 0.033
C -2.560 1.394 -0.282
C 4.115 0.470 0.312
C 2.123 -0.778 -0.326
H -3.439 -1.961 0.458
H -4.368 -0.758 -0.361
H -3.930 -0.686 1.520
H -3.140 1.986 0.395
H -1.614 1.932 -0.583
H -3.157 1.276 -1.235
H 5.159 0.447 0.063
H 4.147 0.319 1.423
H 3.584 1.484 0.067
H 3.958 -1.150 -1.112
H 1.650 -1.454 -1.008
N 3.402 -0.557 -0.438
S -0.946 -0.758 -0.118
S 1.065 -0.193 0.780


17
Properties=species:S:1:pos:R:3 method="wB97M-V/def2-TZVPD" e_homo_ev=-15.44 total_charge=+1 energy_ha=-271.9638 max_force_ev_per_a=3.7 orbital_gap_ev=10.15
C 2.203 -0.400 0.342
C -0.906 0.543 -0.061
C 0.444 0.256 0.594
C -1.604 1.851 -0.021
C -1.219 -1.682 -0.669
O -1.688 -0.385 -0.470
H 2.541 -0.621 1.407
H 1.803 -1.252 -0.316
H 0.729 1.172 1.125
H 2.898 0.228 -0.186
H 0.285 -0.575 1.210
H -0.821 2.607 0.040
H -2.350 2.198 0.661
H -2.013 1.963 -1.037
H -1.108 -1.597 -1.728
H -0.227 -1.959 -0.237
H -1.901 -2.454 -0.438


18
Properties=species:S:1:pos:R:3 method="wB97M-V/def2-TZVPD" e_homo_ev=-3.52 total_charge=-1 energy_ha=-347.6363 max_force_ev_per_a=2.8 orbital_gap_ev=7.13
C -1.369 -0.394 1.569
C -2.197 -0.327 0.290
C -1.021 0.958 2.139
O -0.608 1.872 1.368
O -1.197 1.160 3.370
H -1.891 -1.004 2.368
H -0.433 -0.889 1.364
H -1.651 0.248 -0.488
H -3.112 0.193 0.519
H -2.400 -1.307 -0.097
C 1.499 -0.245 -0.964
C 2.460 0.085 -2.111
H 1.414 0.610 -0.328
H 0.531 -0.349 -1.401
H 1.853 -1.126 -0.416
H 2.214 1.004 -2.577
H 3.466 0.170 -1.714
H 2.439 -0.659 -2.891